C15H60N30O15 | the ωB97M-V functional and the def2-TZVPD basis

The geometry in XYZ format:
```
120
Properties=species:S:1:pos:R:3
C -4.0886 -13.3542 27.6959
O -4.0388 -14.1070 28.6860
N -4.9467 -13.6159 26.6664
N -3.1529 -12.4302 27.4757
H -4.8045 -13.0374 25.8624
H -5.5100 -14.4330 26.8166
H -2.4291 -12.3602 28.2328
H -3.1419 -11.8890 26.6323
C -0.6489 -8.0119 32.4911
O -0.6079 -9.0967 31.8981
N -1.3990 -6.9828 32.0445
N 0.1526 -7.7063 33.5537
H -1.9207 -7.2101 31.2003
H -1.4933 -6.1171 32.5377
H -0.1094 -6.8636 34.0351
H 0.6829 -8.3929 34.0528
C -3.8271 -17.1125 30.3656
O -2.7075 -16.7395 29.9813
N -4.9590 -16.4322 30.0896
N -4.0317 -18.2494 31.0632
H -4.8174 -15.5206 29.6729
H -5.8765 -16.7421 30.3388
H -3.1778 -18.6552 31.4162
H -4.9290 -18.3796 31.4850
C -3.4553 -9.7758 34.2283
O -4.6592 -9.5216 34.3485
N -3.0091 -10.4634 33.1445
N -2.5626 -9.5343 35.1953
H -2.0403 -10.4246 32.8665
H -3.7102 -10.6372 32.4507
H -2.8571 -9.1196 36.0605
H -1.5815 -9.6535 35.0177
C 3.3093 -10.4391 31.8236
O 3.6232 -10.5101 30.6424
N 2.0361 -10.3111 32.2728
N 4.2056 -10.5767 32.8499
H 1.8278 -10.2455 33.2500
H 1.2718 -10.1773 31.6350
H 5.1714 -10.7468 32.6485
H 3.8204 -10.2713 33.7227
C -4.6649 -15.9438 34.2119
O -3.7962 -16.4122 34.9601
N -4.5299 -14.9722 33.2632
N -5.8936 -16.5117 34.1724
H -5.2633 -14.9406 32.5647
H -3.6427 -14.5168 33.1457
H -6.5084 -16.2251 33.4309
H -6.1096 -17.3264 34.7146
C -6.0884 -12.5323 31.4442
O -6.4004 -13.7282 31.5432
N -6.5141 -11.5903 32.3148
N -5.1782 -12.1017 30.5420
H -6.3101 -10.6221 32.1560
H -7.1510 -11.9458 33.0063
H -4.8670 -11.1515 30.6192
H -4.7471 -12.7476 29.8929
C -2.3169 -7.6920 28.6557
O -2.2972 -6.6861 29.3850
N -2.1020 -8.9430 29.1190
N -2.4161 -7.6037 27.3177
H -2.0284 -9.7403 28.5165
H -1.9165 -9.0809 30.1006
H -2.3597 -8.4650 26.8041
H -2.4960 -6.7765 26.7593
C -1.0401 -16.3592 26.6971
O -0.4432 -16.2832 25.6231
N -1.2776 -17.4435 27.4625
N -1.5668 -15.2312 27.2902
H -1.6759 -17.3220 28.3755
H -0.9067 -18.3047 27.0992
H -2.2239 -15.3648 28.0443
H -1.6879 -14.4052 26.7330
C 1.0333 -16.9184 30.3641
O 0.7375 -18.1029 30.2131
N 2.2969 -16.4425 30.4448
N 0.0980 -15.9410 30.5164
H 2.4957 -15.4727 30.6081
H 3.0364 -17.1221 30.4466
H 0.3853 -14.9772 30.5273
H -0.8737 -16.1753 30.3815
C 3.4620 -14.0695 32.9547
O 3.6293 -14.1834 34.1871
N 4.3028 -14.5997 32.0503
N 2.3563 -13.5376 32.4003
H 5.0367 -15.2139 32.3552
H 4.3499 -14.1445 31.1515
H 1.6828 -13.2082 33.0701
H 2.3541 -13.4310 31.3961
C -1.6372 -12.6441 30.7163
O -1.8968 -11.9022 29.7339
N -2.1076 -13.8993 30.8437
N -0.8216 -12.2804 31.7119
H -2.6019 -14.2496 30.0340
H -1.7810 -14.5235 31.5651
H -0.3711 -11.3834 31.7245
H -0.6862 -12.9722 32.4364
C -0.0887 -15.3919 34.3159
O -0.4450 -14.4862 33.5375
N 1.1783 -15.5364 34.7818
N -0.9595 -16.2431 34.8820
H 1.3459 -16.3532 35.3372
H 1.9728 -14.9964 34.4401
H -0.7108 -16.9011 35.5941
H -1.8880 -16.2848 34.4799
C 1.7518 -13.5303 28.4173
O 2.0332 -13.7272 29.6030
N 2.4876 -13.9738 27.3720
N 0.6644 -12.7976 28.0463
H 2.0525 -13.8452 26.4820
H 3.3148 -14.4956 27.5945
H 0.4363 -12.8009 27.0720
H 0.0087 -12.6040 28.7875
C -3.2092 -13.1759 36.5908
O -3.9671 -12.3494 37.1040
N -2.6161 -12.9749 35.4053
N -2.8793 -14.3589 37.1861
H -2.8795 -12.1204 34.9403
H -1.9452 -13.6012 34.9917
H -2.5149 -15.0589 36.5620
H -3.3161 -14.5322 38.0714
```

Calculated values
Energy relative to the best compared isomer or geometry (same formula, charge and spin): 2.1 kcal per mole
Total charge: 0
E_tot: -3379.5582 hartree
E_LUMO: -0.16 eV
HOMO energy: -0.3284 Eh